1.
C48H33N11O2PPbS2Se as an isolated structure. Source: the Open Molecules 2025 dataset; level of theory: ωB97M-V with the def2-TZVPD basis set.

XYZ file:
```
99
Properties=species:S:1:pos:R:3:forces:R:3
H 1.242774 -3.845426 -0.218158 -0.002 0.040 -0.010
C 1.047673 -1.775562 3.713894 0.314 0.161 0.176
C -3.673892 -3.613290 1.971981 0.068 0.083 -0.019
C 0.455710 1.069878 -3.576285 0.041 -0.065 0.003
C -0.678557 -5.171889 -2.652568 -0.232 0.150 -0.062
H 0.853224 4.384881 -3.292981 -0.001 0.004 -0.010
H 4.809498 2.273395 3.867421 0.008 -0.017 0.003
C 3.295130 0.549427 1.360264 -0.188 0.045 -0.050
C -2.888277 4.478501 -2.380179 -0.050 -0.024 0.019
C -0.943768 4.108848 1.311303 -0.013 -0.006 0.018
N 2.004504 0.677123 1.724174 -0.190 -0.089 0.109
C 4.037896 -1.677316 -2.086781 -0.287 -0.066 -0.034
H 1.185009 0.261834 -3.485943 0.010 0.010 0.000
C -1.530850 -3.095247 -1.773816 0.381 -0.706 -0.243
C -1.801680 1.943208 1.982578 -0.260 0.029 0.060
H -3.186222 0.639758 0.009186 0.046 0.018 -0.010
H 1.894021 -1.902737 -2.047299 -0.043 0.045 -0.064
H 6.123988 -1.287511 -1.826324 -0.005 0.036 0.097
C 2.118928 -1.344894 4.478492 -0.313 -0.174 -0.222
C -1.669703 -4.180346 -2.663207 0.721 0.208 0.654
C -2.668161 -4.273786 2.678428 -0.037 -0.135 -0.004
H 6.486707 1.353109 2.252974 0.017 -0.029 -0.048
H 0.821106 1.802221 -4.298282 0.006 0.003 -0.002
C -4.669235 -1.143041 -2.439450 0.118 -0.191 -0.074
Se -4.557434 -4.878439 -5.238362 0.361 0.358 0.524
O 8.189005 0.603450 0.992728 0.372 0.157 0.132
H -0.778745 -6.004655 -3.335987 0.048 -0.027 0.022
C -2.660603 -1.464164 2.495613 0.326 0.276 0.171
C -2.904354 2.592803 2.564002 -0.001 0.042 -0.047
C -3.820441 -3.233008 -3.486015 -0.784 -0.109 -0.635
H 0.036233 2.251981 0.909462 0.009 0.010 0.063
H 1.747225 3.334898 -0.849807 0.012 -0.032 0.025
H 2.407265 2.412614 4.562998 0.019 0.021 0.026
C -1.674408 -2.142518 3.241241 0.076 -0.056 0.151
C 2.767171 -1.470858 -1.567204 0.269 -0.100 -0.271
P 0.189821 1.807848 -1.913380 0.032 0.147 0.015
H -3.936397 4.506392 -2.109600 0.001 0.012 0.004
C -3.687005 -2.135188 -2.558818 0.288 0.675 0.696
N -2.764749 -0.085773 2.368130 -0.479 0.004 -0.115
C 3.603125 -0.225415 0.173382 -0.145 -0.010 -0.020
H -4.450700 -4.178197 1.471226 -0.035 -0.013 0.029
H 0.686827 1.355748 3.143726 0.004 0.029 -0.034
C -2.814846 -4.251597 -3.539207 -0.125 -0.748 -0.650
C 1.943447 -0.566744 5.652499 -0.108 0.082 0.289
H -4.459651 -1.710139 1.372373 -0.023 0.028 -0.010
C -3.679120 -2.237945 1.904671 0.003 -0.072 -0.050
N 7.366273 0.071326 0.233112 -1.503 0.133 0.367
C -0.958691 5.509213 -3.363207 -0.003 0.019 0.001
H -3.660138 1.994579 3.050021 0.005 -0.013 0.023
C 5.978627 0.204378 0.545778 1.438 -0.390 -0.712
N -0.484908 -3.004327 -0.933615 -0.358 -0.158 -0.204
C -2.121311 3.369828 -2.048571 0.027 0.077 -0.062
C 4.354203 1.124122 2.094152 0.457 -0.170 -0.220
C 0.374958 -5.065224 -1.778210 0.053 0.077 0.098
C -0.823312 2.732735 1.361240 0.057 -0.083 -0.073
N 2.553613 -0.751939 -0.479856 -0.218 -0.090 0.030
N -4.847969 -3.359365 -4.304758 0.705 -0.544 0.084
C -0.771304 3.309981 -2.375492 0.058 -0.067 -0.024
H -5.242227 0.639694 -1.388611 0.012 -0.021 0.002
H -0.482110 0.645715 -3.938074 -0.007 0.015 -0.019
N 4.558524 -1.727087 3.749033 -0.073 -0.072 0.095
H -0.175134 4.692690 0.818230 0.001 -0.005 -0.003
C -0.198110 4.397891 -3.035329 -0.047 -0.031 0.007
C 4.019714 1.831566 3.272382 -0.272 0.082 0.097
H -2.135579 5.821405 1.842391 0.007 -0.004 -0.002
H 4.163563 -2.253707 -2.993810 0.013 -0.024 -0.014
H -2.660933 -5.354016 2.744887 0.000 -0.003 0.000
C -3.012423 3.972900 2.508546 -0.022 -0.025 -0.025
H 1.152699 -5.814970 -1.733385 -0.013 0.011 -0.006
C 4.946782 -0.402532 -0.255035 -0.108 0.057 -0.043
C 0.429946 -3.957177 -0.927337 -0.034 -0.185 -0.122
C 1.839250 2.559461 -1.612037 -0.002 -0.121 0.043
Pb -0.116768 -0.778615 0.563566 1.355 0.592 0.412
C 3.461491 -1.573084 4.066717 0.216 -0.050 -0.144
H -0.948551 -4.026540 3.930149 -0.016 -0.012 -0.021
H 2.509618 1.788187 -1.235147 0.025 -0.013 0.019
C -3.339085 -0.124744 -0.743702 -0.169 0.126 -0.090
H -2.902156 6.420085 -3.291532 0.002 0.006 0.010
C -2.550931 -2.049112 -1.726213 -0.789 0.385 -0.165
C -2.308330 5.551199 -3.037414 0.005 0.002 -0.019
C -1.704170 -3.535652 3.330785 -0.015 0.027 -0.015
C 1.728836 1.318656 2.844243 -0.218 0.108 0.048
C 5.130588 -1.141937 -1.437845 0.021 -0.021 -0.018
H -3.871759 4.453524 2.962021 0.008 0.003 0.013
H -2.571086 2.545548 -1.515711 -0.057 -0.100 0.112
N -2.997758 -5.232993 -4.401782 -0.504 0.685 0.143
C -2.041632 4.743685 1.882334 0.023 0.041 -0.016
S 1.282680 -2.662149 2.277110 -0.193 0.013 -0.130
C -4.500919 -0.136866 -1.520878 0.078 0.054 0.034
S -0.540823 -1.273342 4.305637 -0.052 -0.064 -0.214
C 5.680304 0.937935 1.668915 -0.569 0.586 0.888
H -0.496205 6.347322 -3.869750 -0.003 0.000 -0.003
N -2.394401 -1.039995 -0.849897 -0.217 -0.477 -0.330
N 1.794093 0.071853 6.601310 -0.009 -0.021 -0.048
C 2.708561 1.918976 3.649953 0.223 0.005 -0.023
H 2.280491 2.993155 -2.510670 -0.021 -0.005 -0.001
O 7.707542 -0.565412 -0.779419 0.352 -0.288 -0.498
N -1.667051 0.557074 1.994611 0.143 -0.092 0.115
H -5.544105 -1.206103 -3.072952 -0.021 0.043 0.020
```
Forces are in eV/Å.

## Properties
* energy: -172350.5226 eV
* orbital gap (spin up / spin down): 4.2 / 2.5 eV
* highest occupied orbital energy (spin up / spin down): -4.113 / -2.427 eV
* total charge: -1
* largest force on an atom: 1.65 eV/A
* ΔE to the lowest compared entry with this formula, charge and spin: 31.1 kJ/mol
* LUMO energy (spin up / spin down): 0.09 / 0.09 eV


2.
A 5-piece molecular cluster, C36H60N2O16 overall. Source: the Open Molecules 2025 dataset; level of theory: ωB97M-V with the def2-TZVPD basis set.

XYZ file:
```
114
Properties=species:S:1:pos:R:3:forces:R:3
C 4.446618 -4.075995 1.247889 -0.310 0.236 -0.008
H 8.502970 -4.159391 3.936451 -0.177 -0.106 0.059
C 2.931114 1.879335 3.647909 3.517 0.683 -0.703
C 6.314794 -4.593947 2.535534 -0.051 0.000 -0.094
H -8.134086 8.227721 -1.476108 -0.068 -0.100 -0.176
C 1.179170 -10.332883 -2.236186 0.114 -0.413 -0.184
H 1.357374 -11.157535 -1.544868 -0.075 0.291 0.123
H 6.507377 1.948897 2.518035 -1.823 -0.445 0.298
H -4.363459 5.211238 -4.657966 -0.183 -0.006 0.257
N 1.046826 0.294478 2.886898 2.065 -2.733 -3.539
H 3.415811 5.077268 3.365354 -1.400 -0.348 -1.371
H -1.512012 -1.900085 -0.836452 1.260 0.718 -0.809
H 0.030948 3.173952 4.436060 1.566 -0.202 -0.793
O 7.486563 -5.252640 2.487716 -0.379 0.168 -0.111
H -3.222296 -2.188555 -6.139824 -0.186 -0.068 0.075
O -3.281197 -3.245276 -4.348626 -0.072 -0.429 -0.012
H -2.254739 -2.347299 3.578238 1.458 0.917 -0.244
C 2.550862 6.353766 1.740202 1.045 0.440 -0.557
O -7.403441 6.339962 -1.956411 0.302 -0.020 -0.394
H 7.687678 -5.651769 4.519280 -0.006 0.205 -0.064
C 2.427463 0.674525 2.766002 0.188 -0.008 0.080
H 2.542365 4.097498 1.974785 0.251 1.502 1.012
C 5.415988 1.637674 2.633822 -3.973 -2.132 -0.532
H 2.024003 -3.330960 -0.086220 -1.464 1.180 0.368
H 2.891410 8.564151 2.132280 -1.065 -1.360 0.860
H 1.200623 5.177251 0.392946 0.619 1.763 -0.339
H 3.742730 -4.491516 1.973436 0.119 0.136 0.040
H -9.289019 7.139807 -2.321119 0.173 0.127 0.000
C 8.240716 -5.192439 3.696694 0.273 -0.016 0.338
H -0.956581 0.572954 -0.254464 0.619 -0.427 -1.525
O -7.153151 7.554533 -3.862536 0.160 -0.432 0.331
O 0.865347 -9.175659 -1.463329 -0.118 0.466 -0.139
C 4.895006 0.457969 1.783217 -0.666 2.013 1.920
H 3.656911 6.474614 1.406776 -1.728 -0.344 0.670
H -2.985237 0.739245 3.349316 0.071 -0.688 1.005
C 4.422144 2.376081 3.589808 -2.128 -3.191 -2.023
C 0.671754 -0.773405 2.018955 2.082 1.447 0.652
H 1.373477 5.359156 4.622733 -0.254 -0.650 -1.579
C -5.138574 5.975212 -4.582461 0.255 0.026 -0.378
H -1.755684 0.625016 -3.381774 -0.008 0.057 1.739
C 1.205756 4.879181 3.590925 -0.063 -1.321 -0.401
H -0.822948 -5.914157 -2.631115 0.190 0.005 -0.055
H 1.138952 8.027243 2.175583 1.579 -0.342 1.094
C -3.817276 -6.691874 -4.384958 -0.118 -0.482 -0.093
H 4.765844 3.270396 4.208335 -0.753 -1.517 -0.930
H 9.162192 -5.755638 3.543574 -0.205 0.016 -0.245
C -1.311174 -1.692954 3.572280 -0.670 1.041 0.383
O 2.080113 2.637683 4.532295 0.815 -1.545 -2.933
H 0.250706 0.669235 -1.740879 -1.513 -0.674 1.016
C -0.888309 -1.213013 2.093261 0.474 1.169 0.015
C -3.767934 -4.405768 -4.824410 0.012 -0.041 0.005
C -0.738186 0.235011 -1.327633 -0.710 -0.029 -0.997
H 4.557711 -2.999901 1.389844 -0.049 -0.212 0.106
C 0.991877 3.271305 3.807433 -1.758 1.771 0.186
H -5.812527 5.868043 -5.435506 0.042 0.174 0.115
H -0.232489 6.564505 3.053839 0.140 -1.894 -0.496
H -0.452615 -2.219810 4.116067 -1.323 0.885 -0.787
H -1.055731 -1.571940 -2.585179 0.450 0.181 1.772
H -2.902225 0.319917 -1.971558 1.192 0.990 -0.236
C -0.169530 5.415581 2.959978 -0.428 0.044 0.952
O -4.442724 -4.538125 -5.815870 0.323 0.083 0.486
H 2.288395 7.639762 3.666151 -0.226 0.142 -1.634
C 1.126897 -2.614650 0.078354 1.698 0.221 -0.052
O -2.919835 0.356406 4.261453 1.674 -1.094 -1.288
H 1.504586 -1.152895 -1.561825 -1.149 -1.484 0.292
C 1.697660 -1.442176 1.050222 0.126 -0.296 0.040
C -1.924275 0.850949 -2.258194 0.569 -0.716 -0.129
H -3.438363 -7.404794 -3.651477 0.082 0.304 0.036
H -4.129133 2.069537 -2.521812 1.156 0.875 0.675
O 5.711515 -4.730448 1.342262 0.349 -0.122 0.368
O 0.646400 -8.002243 -3.399124 -0.037 -0.025 0.539
O 5.881187 -3.986567 3.484264 0.214 -0.293 -0.417
C -8.481661 7.198108 -1.587509 -0.361 0.245 0.179
C 0.058303 -5.825310 -1.991261 -0.137 0.398 -0.183
C -1.668856 -0.351453 4.411144 2.967 2.177 2.965
C -3.626993 -2.102097 -5.128832 -0.076 0.392 -0.215
H 0.966287 -2.773098 -2.225965 -0.569 0.988 1.653
H -3.182618 -1.226476 -4.653106 0.053 -0.274 0.144
H 0.922099 -5.484103 -2.566956 -0.143 -0.123 -0.066
C -0.719469 -1.389129 -1.487942 0.080 0.628 -1.326
H -1.190740 -1.936602 1.267039 0.642 0.900 1.369
H -0.152633 -5.086533 -1.216748 0.066 -0.291 0.103
H -8.864959 6.857382 -0.624911 0.248 -0.161 -0.129
H -1.047396 5.015836 3.606787 1.421 0.590 -1.008
H 0.933390 7.025274 0.199299 1.261 -1.175 0.052
H 0.306582 -3.238979 0.571120 1.021 1.076 -0.735
H 2.449471 6.124501 -0.561659 -1.239 0.466 1.396
H -3.591420 2.923958 -0.927674 0.020 -0.297 -1.479
C 2.503135 5.032029 2.650336 -0.328 0.749 0.368
H -3.420138 -6.961875 -5.366052 -0.168 0.107 0.058
H -1.473992 -0.232142 1.885003 0.924 -1.614 0.163
H 0.770522 2.821896 2.780040 0.583 0.379 1.459
C 0.620336 -8.074391 -2.194171 0.017 -0.026 0.091
C 3.393393 -0.065385 1.806484 2.564 1.899 0.643
H 2.086853 -10.170892 -2.821897 -0.201 0.046 -0.052
C 0.757474 -2.020186 -1.369219 0.150 0.706 0.070
H -0.368048 5.051472 1.891224 0.472 0.689 1.538
H 5.654018 -0.054511 1.087465 -1.524 0.777 1.163
H 4.052393 -4.252177 0.245990 0.330 -0.126 0.051
H -4.908575 -6.740812 -4.382479 0.131 0.070 -0.151
H 0.342722 -10.601240 -2.885640 0.160 0.134 -0.040
O -0.858775 0.154806 5.241183 -3.551 -2.681 -3.436
O 0.341027 -7.067085 -1.348550 0.124 -0.418 -0.152
O -1.989532 2.302660 -2.150049 -1.376 -1.492 0.089
O -5.839722 5.767977 -3.357490 -0.330 0.190 0.198
C 1.725448 6.207868 0.332896 0.154 -1.154 0.776
C -6.831998 6.647623 -3.133786 -0.021 -0.013 0.058
C 2.197219 7.726385 2.530643 -0.159 -0.007 -1.379
N 3.089819 -1.150720 0.907934 -5.167 2.437 3.549
H -4.710697 -1.967520 -5.156434 0.119 -0.116 -0.129
O -3.370688 -5.391916 -4.001361 -0.034 0.461 -0.157
C -3.360871 2.766657 -2.037164 -0.049 0.837 0.192
H -4.657681 6.955953 -4.590383 -0.196 -0.051 -0.061
H -3.416112 3.783491 -2.555917 0.035 -1.389 0.732
```
Forces are in eV/Å.

## Properties
* energy: -74035.4749 eV
* orbital gap: 7.2 eV
* highest occupied orbital energy: -8.118 eV
* total charge: 0
* largest force on an atom: 6.73 eV/A
* SMILES string: COCCCCCc1nc2cccc(OC[C@H](C)CC(C)C)c2nc1CCC(=O)O.COC(=O)OC.COC(=O)OC.COC(=O)OC.COC(=O)OC
* ΔE to the lowest compared entry with this formula, charge and spin: 550.6 kJ/mol
* LUMO energy: -0.94 eV